A) Entry from the Open Molecules 2025 dataset: a structure of composition C35H30N11O6SbSe4Ti (ωB97M-V with the def2-TZVPD basis set).

Calculated values
HOMO-LUMO gap (alpha / beta) in eV: 5.1 / 5.4
Total charge: -1
Multiplicity: 2

Last column: Löwdin charge in e.
Cartesian coordinates (Å):
Ti -0.2024 -0.5883 -1.6156  0.3727
O 1.5925 -0.6358 -2.0354  -0.4058
C 2.5136 0.2904 -1.9306  -0.1297
C 2.3274 1.4320 -1.1251  -0.1602
C 3.2992 2.4512 -1.0922  0.0296
C 3.1044 3.5614 -0.3087  -0.1783
C 1.9804 3.7349 0.4895  -0.0282
C 1.0215 2.7322 0.4735  -0.0294
C 1.1693 1.6024 -0.3170  -0.3180
O 0.2031 0.6713 -0.3129  -0.2113
N 4.1367 4.6221 -0.3218  -0.3544
O 3.9947 5.5533 0.4500  0.0464
O 5.1432 4.4314 -0.9752  0.0567
H 3.4272 0.1392 -2.4931  0.1322
H 4.1971 2.3627 -1.6871  0.1267
H 1.8715 4.6221 1.0931  0.1075
H 0.1216 2.8196 1.0700  0.1071
Se -1.8127 -4.1340 -0.3843  -0.1475
Sb 0.0909 -3.1172 -3.5001  0.2943
Se 0.1123 -2.8518 -0.6953  0.0241
Se -0.4771 -0.5454 -4.1404  0.0798
Se 2.3769 -3.4899 -4.0846  -0.2971
C -3.6083 -2.1596 -3.1013  -0.0166
C -3.2237 -0.9857 -2.2766  -0.5239
O -2.1764 -0.9674 -1.6086  -0.2502
N -4.0419 0.0680 -2.2348  0.1157
C -3.7544 1.2796 -1.4781  -0.0895
C -2.8996 2.2816 -2.2191  -0.2560
C -3.4602 3.3701 -2.8729  -0.0282
C -2.6190 4.2802 -3.4943  -0.0678
C -1.2530 4.0678 -3.4371  -0.0480
C -0.7842 2.9442 -2.7718  -0.1189
N -1.5853 2.0683 -2.1711  0.1121
H -3.2975 -3.0538 -2.5586  0.0204
H -3.0263 -2.0936 -4.0231  0.0495
H -4.6764 -2.1667 -3.3180  0.0848
H -4.8205 0.0610 -2.8717  0.1480
H -3.2385 0.9819 -0.5666  0.1131
H -4.7114 1.7239 -1.2052  0.1238
H -4.5353 3.5013 -2.8857  0.1072
H -3.0259 5.1414 -4.0092  0.1043
H -0.5540 4.7509 -3.9000  0.1058
H 0.2787 2.7302 -2.7361  0.1121
C -3.4983 1.2222 3.9325  -0.0949
N -3.1137 0.4059 2.8052  -0.1436
C -1.9161 0.3229 2.2152  -0.1670
N -1.8873 -0.6443 1.3444  0.0997
C -3.1418 -1.1712 1.4380  -0.2151
N -3.9255 -0.5741 2.3269  0.1174
C -3.5055 0.4325 5.2137  -0.1986
C -4.6799 0.1201 5.8816  -0.0245
C -4.6488 -0.6818 7.0237  -0.0568
C -3.4401 -1.1721 7.4966  -0.0146
C -2.2646 -0.8379 6.8271  -0.1343
C -2.3038 -0.0473 5.6983  0.0288
C -0.9805 -1.3429 7.3183  -0.2994
N -0.7390 -2.2064 8.2389  0.1290
N 0.6694 -2.3168 8.2990  0.1278
C 1.1211 -1.5077 7.4089  -0.3018
O 0.1419 -0.8570 6.7494  0.1282
C 2.5104 -1.1949 7.0615  -0.1343
C 3.5248 -2.0299 7.5234  -0.0149
C 4.8424 -1.7286 7.2209  -0.0558
C 5.1458 -0.5900 6.4802  -0.0238
C 4.1347 0.2513 6.0350  -0.1941
C 4.4710 1.5029 5.2643  -0.0841
N 4.3275 1.3595 3.8194  -0.1304
C 3.2365 1.4606 3.0462  -0.1381
N 3.5294 1.2102 1.7865  0.1185
C 4.8574 0.9425 1.8544  -0.2002
N 5.3930 1.0165 3.0574  0.1044
C 2.8157 -0.0673 6.3182  0.0270
H -4.4832 1.6457 3.7356  0.1231
H -2.7783 2.0399 3.9844  0.1294
H -1.1020 0.9985 2.4405  0.1250
H -3.4409 -2.0306 0.8553  0.0484
H -5.6254 0.4819 5.4955  0.1129
H -5.5685 -0.9339 7.5342  0.1040
H -3.3917 -1.8053 8.3722  0.1147
H -1.3832 0.1839 5.1736  0.1258
H 3.2665 -2.9034 8.1068  0.1162
H 5.6356 -2.3796 7.5636  0.1063
H 6.1765 -0.3534 6.2441  0.1161
H 5.5106 1.7755 5.4277  0.1213
H 3.8493 2.3390 5.5837  0.1286
H 2.2679 1.7276 3.4403  0.1269
H 5.4528 0.6878 0.9928  0.1094
H 2.0161 0.5816 5.9787  0.1225

---

B) Entry from the Open Molecules 2025 dataset: a structure of composition C35H30N11O6SbSe4Ti (ωB97M-V with the def2-TZVPD basis set).

Calculated values
HOMO-LUMO gap (alpha / beta) in eV: 3.6 / 4.3
Total charge: -1
Multiplicity: 2

Last column: Löwdin charge in e.
Cartesian coordinates (Å):
Ti -0.3158 1.0580 0.5503  0.7499
O 0.3484 1.8166 2.0362  -0.3431
C 1.0270 2.9405 2.2121  -0.1864
C 1.6286 3.5837 1.1266  -0.1702
C 2.4907 4.6942 1.3317  0.0432
C 3.1434 5.2767 0.2794  -0.1781
C 3.0083 4.8386 -1.0471  -0.0375
C 2.1429 3.7941 -1.2718  -0.0137
C 1.4339 3.1767 -0.2360  -0.2977
O 0.5563 2.2182 -0.5376  -0.1935
N 4.0336 6.4047 0.5513  -0.3615
O 4.6717 6.8629 -0.3829  0.0440
O 4.0993 6.8389 1.6883  0.0485
H 1.1307 3.2997 3.2297  0.1161
H 2.6483 5.0716 2.3317  0.1229
H 3.5545 5.3190 -1.8419  0.1011
H 1.9693 3.4269 -2.2728  0.1155
Se 0.4099 0.8357 7.2137  -0.2899
Sb -0.0910 -0.7905 5.5724  0.2280
Se -1.6270 0.4160 3.7192  -0.1110
Se -1.4884 -0.9500 1.8469  0.1517
Se -2.7320 -0.8714 5.3518  -0.0653
C -4.3517 1.8742 1.4946  0.0140
C -3.2102 2.1914 0.5755  -0.4931
O -2.0536 2.2341 1.0281  -0.1049
N -3.4809 2.4267 -0.7111  0.1056
C -2.4079 2.4599 -1.7182  -0.1116
C -2.0708 1.0663 -2.1439  -0.2946
C -2.4687 0.5945 -3.3678  -0.0814
C -2.2830 -0.7496 -3.7308  -0.1373
C -1.7196 -1.5751 -2.7331  -0.1357
C -1.3465 -1.0479 -1.5344  -0.2100
N -1.4706 0.2760 -1.1766  -0.0677
H -4.2084 2.4055 2.4334  0.0921
H -4.3043 0.8028 1.7075  0.0809
H -5.3215 2.1203 1.0658  0.0794
H -4.3953 2.1539 -1.0373  0.1463
H -1.5597 2.9679 -1.2609  0.1076
H -2.7586 3.0531 -2.5622  0.1191
H -2.9335 1.2916 -4.0576  0.0973
H -2.5711 -1.1280 -4.7001  0.0720
H -1.5656 -2.6321 -2.9048  0.0796
H -0.9289 -1.7007 -0.7745  0.0343
C 2.8835 -4.1819 -7.3370  -0.0842
N 1.9384 -4.1214 -6.2463  -0.1464
C 1.7775 -4.9447 -5.1982  -0.1761
N 0.7570 -4.5677 -4.4653  0.0833
C 0.3016 -3.4789 -5.1320  -0.2104
N 0.9833 -3.1696 -6.2143  0.1061
C 4.2258 -4.7200 -6.9141  -0.2009
C 4.9464 -5.5022 -7.8092  -0.0360
C 6.1830 -6.0234 -7.4614  -0.0632
C 6.7078 -5.7809 -6.2072  -0.0192
C 6.0052 -4.9739 -5.3139  -0.1327
C 4.7757 -4.4318 -5.6701  0.0259
C 6.5863 -4.7490 -3.9942  -0.2882
N 7.8036 -4.9700 -3.6420  0.1157
N 7.8726 -4.7137 -2.2896  0.1119
C 6.7071 -4.2962 -1.9274  -0.2819
O 5.8171 -4.2941 -2.9598  0.1422
C 6.3099 -3.9261 -0.5703  -0.1355
C 7.3231 -3.8782 0.3880  -0.0221
C 7.0025 -3.6647 1.7108  -0.0572
C 5.6793 -3.4769 2.0808  -0.0282
C 4.6665 -3.4657 1.1320  -0.1957
C 3.2511 -3.2140 1.5963  -0.0777
N 2.7371 -1.9164 1.2031  -0.1088
C 1.6502 -1.5613 0.5092  -0.1322
N 1.5364 -0.2399 0.5261  0.0179
C 2.6226 0.1639 1.2373  -0.1558
N 3.3711 -0.8161 1.6628  0.1425
C 4.9826 -3.6961 -0.2061  0.0428
H 2.9824 -3.1703 -7.7351  0.1359
H 2.4663 -4.8080 -8.1298  0.1269
H 2.4117 -5.7949 -5.0161  0.1295
H -0.5475 -2.9041 -4.8130  0.0762
H 4.5184 -5.7331 -8.7771  0.1131
H 6.7231 -6.6458 -8.1619  0.1064
H 7.6600 -6.1949 -5.9074  0.1138
H 4.2427 -3.8100 -4.9649  0.1297
H 8.3446 -4.0476 0.0792  0.1120
H 7.7826 -3.6362 2.4588  0.1079
H 5.4324 -3.2885 3.1175  0.1162
H 3.2350 -3.2132 2.6871  0.1259
H 2.5647 -3.9900 1.2552  0.1367
H 0.9662 -2.2616 0.0628  0.1210
H 2.8344 1.1993 1.4510  0.1194
H 4.2033 -3.7030 -0.9596  0.1284

---

Short version: A) is the most stable of them.

---

A) Entry from the Open Molecules 2025 dataset: a cluster of 2 separate species, C4H13NOS2 in total (ωB97M-V with the def2-TZVPD basis set).

Calculated values
HOMO-LUMO gap in eV: 9.7
SMILES string: CSSC[C@@H](C)N.O

Last column: Löwdin charge in e.
Cartesian coordinates (Å):
C -1.2838 0.7908 1.8350  -0.4779
S -1.7186 -0.8030 1.1244  0.4403
S 0.0573 -1.6332 0.5141  0.4984
C 0.1339 -1.4414 -1.3186  -0.4990
C 0.7735 -0.1658 -1.8738  -0.4611
C -0.1704 1.0963 -1.6524  -0.0434
N 2.0742 0.0970 -1.2129  0.0123
H -2.1585 1.4487 1.8306  0.0411
H -0.9791 0.6672 2.8805  0.0319
H -0.4568 1.2800 1.3446  -0.0020
H 0.7138 -2.2913 -1.6885  0.0737
H -0.9038 -1.4202 -1.6825  0.0741
H 0.8169 -0.2137 -2.9742  0.1328
H 0.3994 1.7277 -0.9979  0.0170
H -0.9958 0.6962 -1.0493  0.0317
H -0.5269 1.7062 -2.4576  0.0694
H 1.9817 0.1761 -0.2118  0.0302
H 2.5529 0.8788 -1.6325  0.0713
O 1.6337 3.3456 0.6401  -0.0635
H 1.9081 2.8855 1.4442  0.0397
H 1.1814 2.6798 0.0904  -0.0171

---

B) Entry from the Open Molecules 2025 dataset: a cluster of 2 separate species, C4H13NOS2 in total (ωB97M-V with the def2-TZVPD basis set).

Calculated values
HOMO-LUMO gap in eV: 9.3
SMILES string: CNCCCSS.O

Last column: Löwdin charge in e.
Cartesian coordinates (Å):
C -0.3519 -2.4269 0.8545  -0.1375
N -0.3072 -1.0307 1.3281  -0.1499
C 0.9999 -0.4558 1.1249  -0.2730
C 1.3281 -0.1371 -0.3662  -0.2808
C 0.5703 1.0143 -0.9516  -0.5434
S 1.4139 2.5631 -0.4962  0.3714
S 0.7611 4.2801 -1.2711  0.2591
H -1.4522 -2.5629 0.8166  0.0742
H 0.2041 -3.2224 1.4604  0.0924
H 0.0172 -2.5129 -0.1881  0.0640
H -0.7985 -0.7743 2.2233  0.1362
H 1.7857 -0.9963 1.6358  0.1067
H 0.9228 0.4550 1.6674  0.0909
H 2.4118 -0.0850 -0.5486  0.1010
H 1.1681 -1.1513 -0.9176  0.1205
H 0.4464 0.9346 -2.0465  0.0874
H -0.4389 1.0599 -0.5374  0.0556
H 1.2603 4.1900 -2.5736  -0.1619
O -3.1679 0.3824 -0.7668  -0.1343
H -4.0236 0.7228 -0.4173  0.0387
H -2.7497 -0.2467 -0.0298  0.0828

---

Short version: A) is the most stable of them.

---

A) Entry from the Open Molecules 2025 dataset: the ion C7H15N2 with charge +1 (ωB97M-V with the def2-TZVPD basis set).

Calculated values
HOMO-LUMO gap in eV: 11.8
Total charge: +1
SMILES string: CC[C@@H]1CN2C[N@+]12CC

Last column: Löwdin charge in e.
Cartesian coordinates (Å):
C 3.0876 -0.2058 -0.4393  -0.0932
C 1.7338 -0.9130 -0.3195  -0.1841
C 0.4590 -0.0921 -0.4596  -0.1688
C 0.5951 1.4274 0.0029  -0.0413
N -0.6397 1.1546 0.7028  -0.0062
C -0.5811 0.2824 1.9007  0.1137
N -0.7385 -0.2190 0.4781  -0.1483
C -1.9274 -0.8969 -0.0244  -0.1371
C -2.9694 0.1153 -0.6009  -0.0853
H 3.3536 0.2811 -1.4414  0.1135
H 3.8675 -0.9737 -0.4692  0.0877
H 3.2813 0.4900 0.3097  0.0434
H 1.7414 -1.1894 0.7789  0.1302
H 1.7910 -1.8047 -0.8880  0.1011
H 0.1782 -0.1398 -1.5235  0.1656
H 1.4158 1.7885 0.5508  0.1028
H 0.4341 2.1397 -0.9141  0.1675
H 0.3220 -0.0595 2.3335  0.1234
H -1.4712 0.4267 2.4886  0.1428
H -1.6962 -1.4870 -0.9519  0.1467
H -2.3443 -1.3697 0.8834  0.1351
H -3.0415 1.1671 -0.0999  0.1038
H -2.8017 0.3146 -1.7137  0.0912
H -4.0491 -0.2368 -0.5841  0.0958

---

B) Entry from the Open Molecules 2025 dataset: a cluster of 2 separate species, C7H15N2 in total (ωB97M-V with the def2-TZVPD basis set).

Calculated values
HOMO-LUMO gap in eV: 10.6
Total charge: +1

Last column: Löwdin charge in e.
Cartesian coordinates (Å):
C 2.0960 0.6790 -0.4292  -0.0660
C -1.9210 0.7448 0.8416  -0.0061
C -3.0402 0.2059 -0.1605  -0.2014
C -1.6566 0.0141 -0.3985  -0.3094
C 3.4339 1.2712 0.1282  -0.0265
C -3.9195 -0.9859 0.4073  -0.0435
C 2.2047 -1.6972 0.1148  -0.0504
N 1.6118 -0.4942 -0.3381  -0.0446
N -0.7938 -0.4173 -1.2331  0.1704
H -1.5962 1.7455 0.8885  0.0898
H -1.8376 0.3356 1.8793  0.1282
H -3.4947 0.9913 -0.6965  0.1268
H 3.3442 2.2293 0.6430  0.0792
H 4.1817 1.5362 -0.6707  0.1053
H 3.9491 0.5807 0.8351  0.0853
H -3.9127 -0.9177 1.6227  0.1260
H -3.5114 -2.0156 0.3295  0.0675
H -4.9441 -0.9214 -0.1454  0.1068
H 2.0775 -1.7315 1.2018  0.1078
H 3.2351 -1.8817 -0.3143  0.1308
H 1.5570 -2.5432 -0.1503  0.0970
H 1.3967 1.4486 -0.9847  0.1700
H 0.6145 -0.5888 -0.8799  0.0713
H -1.2084 -0.7089 -2.0694  0.0859

---

Short version: B) is the most stable of them.